# 1
The following is a quantum chemistry calculation of a single C4H5NO2S molecule, from OMol25.

Summary:
DFT total energy	-758.83652	Eh
total charge	0
HOMO-LUMO gap	8.68	eV
relative energy (zero: lowest compared OMol25 entry of this formula, charge and spin)	1.186	eV

Positions of all 13 atoms, in Å:
C: -1.7573 -0.5487 0.0324
C: -0.6352 0.1327 -0.7022
S: -0.8492 0.7802 -2.1898
N: 0.6096 0.1992 -0.0317
C: 1.0333 -0.7122 0.9437
O: 0.4060 -1.6781 1.2995
C: 1.5353 1.2238 -0.3636
O: 2.6492 1.2843 0.0955
H: -1.8047 -0.2554 1.0884
H: -2.7053 -0.2923 -0.4485
H: -1.6102 -1.6439 0.0216
H: 2.0119 -0.4408 1.3224
H: 1.1165 1.9509 -1.0676

---

# 2
The following is a quantum chemistry calculation of 13 unconnected molecules or ions with the total composition C31H88O21 in a non-equilibrium geometry, from OMol25.

Summary:
DFT total energy	-2813.75420	Eh
total charge	0
HOMO-LUMO gap	10.15	eV
relative energy (zero: lowest compared OMol25 entry of this formula, charge and spin)	2.523	eV

Positions of all 140 atoms, in Å:
C: 18.6525 18.5176 15.7733
C: 19.6151 18.1447 14.5912
C: 20.6171 19.3079 14.2584
O: 20.3809 16.9853 15.0793
H: 19.2232 18.7077 16.6738
H: 18.0192 17.6914 15.9632
H: 18.0257 19.4102 15.6221
H: 19.0740 17.8253 13.6658
H: 21.1130 19.0285 13.2754
H: 21.3721 19.4820 14.9719
H: 20.0263 20.2070 13.9768
H: 20.7716 16.5145 14.3011
C: 14.5938 5.4345 16.5014
C: 14.7028 6.7482 15.6906
C: 16.1394 7.2213 15.5229
O: 13.9852 6.6633 14.3785
H: 15.1879 4.6258 16.0902
H: 13.5412 5.1147 16.4243
H: 14.7457 5.6010 17.5821
H: 14.0697 7.5305 16.2432
H: 16.8689 6.4452 15.1399
H: 16.5447 7.5082 16.5272
H: 16.2584 7.9800 14.7904
H: 14.4802 6.1131 13.7797
C: 10.5532 13.8539 10.7506
C: 10.5594 12.3337 10.6201
C: 11.5765 11.7315 9.6203
O: 10.7619 11.7178 11.8946
H: 10.4127 14.4048 9.7635
H: 11.4749 14.2429 11.2314
H: 9.7511 14.1381 11.4158
H: 9.6233 12.0278 10.2498
H: 11.2598 11.8887 8.5739
H: 11.6553 10.6544 9.7799
H: 12.5872 12.0765 9.7257
H: 10.3906 12.2212 12.5857
C: 14.1775 12.8289 19.0048
C: 15.2045 11.7495 18.9790
C: 14.6422 10.3575 18.8445
O: 16.2102 12.0662 17.9873
H: 14.5131 13.7407 19.4530
H: 13.3410 12.4495 19.5282
H: 13.8465 12.9455 17.9890
H: 15.8129 11.8630 19.8880
H: 15.5420 9.6959 18.8105
H: 13.8549 10.2665 18.1559
H: 14.1941 10.2189 19.8681
H: 15.7995 11.8513 17.1457
C: 14.7880 10.1335 14.1529
C: 15.2630 11.5567 13.8420
C: 14.8800 12.0413 12.4605
O: 14.5949 12.3874 14.8303
H: 15.1094 9.7904 15.1230
H: 15.1096 9.4151 13.4606
H: 13.7142 10.0661 14.1563
H: 16.3233 11.5817 13.9801
H: 15.3490 12.9681 12.0468
H: 13.8012 12.0985 12.4203
H: 15.1175 11.3418 11.6714
H: 15.2379 13.0602 15.0706
C: 19.1030 13.8174 16.3158
C: 18.2496 14.1614 15.1378
O: 16.8422 14.3722 15.4457
O: 18.9371 14.9441 17.2213
H: 20.2058 13.6723 16.0152
H: 18.7966 12.9309 16.7419
H: 18.3192 13.4168 14.3980
H: 18.7314 15.0632 14.7519
H: 16.8975 14.7898 16.3068
H: 19.1180 15.6868 16.6229
C: 15.5154 17.1323 11.7290
C: 14.5512 17.6960 10.7339
O: 15.1063 17.6707 9.4316
O: 15.2296 15.7994 12.1121
H: 15.5211 17.7537 12.6094
H: 16.4479 17.1434 11.2076
H: 14.1984 18.7430 10.9922
H: 13.7015 17.0467 10.7992
H: 15.7205 16.9128 9.3730
H: 15.3958 15.6717 13.0615
C: 9.0835 12.0041 14.4896
C: 9.9309 11.3963 15.6360
O: 11.2650 11.2516 15.1048
O: 9.5577 13.3053 14.0621
H: 8.0224 12.0885 14.7591
H: 9.2207 11.1915 13.6462
H: 9.5214 10.4869 16.0763
H: 10.0194 12.1676 16.3906
H: 11.1877 10.4946 14.4422
H: 10.4479 13.4388 14.4447
C: 14.4953 14.6437 8.1037
C: 15.6543 14.0088 8.9519
O: 16.4118 14.8833 9.8256
O: 14.8371 15.6694 7.1736
H: 13.5624 14.8963 8.6894
H: 14.2645 13.7372 7.5272
H: 16.4716 13.5601 8.3941
H: 15.2017 13.2335 9.5218
H: 15.9067 14.8918 10.6463
H: 15.0526 16.4386 7.6491
C: 12.6595 8.6184 11.2454
C: 13.8312 8.0224 10.4100
O: 13.5147 6.6957 10.0324
O: 12.2035 7.6939 12.2170
H: 11.8413 8.8201 10.5761
H: 12.9502 9.6792 11.6448
H: 14.7917 7.9657 10.9847
H: 14.0453 8.6949 9.5850
H: 12.6121 6.6003 10.2967
H: 12.8765 7.6808 12.8661
C: 9.8933 7.2156 15.8036
C: 9.2337 7.8272 14.5838
O: 10.1913 8.7017 13.9610
O: 10.2984 8.2350 16.6893
H: 10.7584 6.6719 15.2917
H: 9.2155 6.6293 16.3592
H: 8.3073 8.3440 14.8226
H: 8.9233 7.0693 13.8960
H: 10.5567 8.2274 13.2259
H: 10.7609 8.8376 16.1298
C: 12.7324 15.0205 14.7726
C: 13.8148 15.6390 15.6686
O: 14.8276 16.3211 14.8851
O: 12.0432 13.9490 15.4448
H: 13.1465 14.6021 13.7823
H: 11.9678 15.7946 14.5386
H: 14.1917 14.8515 16.2968
H: 13.4355 16.3916 16.2962
H: 15.6744 15.8615 15.0146
H: 12.5681 13.1237 15.3593
C: 19.4067 14.9158 11.5154
C: 20.7315 15.5016 11.2430
O: 21.0325 16.4219 12.3895
O: 19.1325 14.0083 10.5024
H: 18.7027 15.6967 11.8364
H: 19.5795 14.2455 12.4100
H: 20.7291 16.0638 10.3193
H: 21.3976 14.6117 11.1459
H: 21.6947 17.1118 12.1505
H: 18.5190 14.3598 9.8490

---

# 3
The following is a quantum chemistry calculation of 2 unconnected molecules or ions with the total composition C9H14N4OS in a non-equilibrium geometry, from OMol25.

Summary:
DFT total energy	-1042.70411	Eh
total charge	+2
HOMO-LUMO gap (spin up / spin down)	6.71 / 7.00	eV
relative energy (zero: lowest compared OMol25 entry of this formula, charge and spin)	2.992	eV

Positions of all 29 atoms, in Å:
C: -0.2318 2.8507 -2.7140
C: 0.0738 1.9023 -1.7994
C: 2.7801 0.0089 -1.5071
C: -0.4558 -2.5619 0.5973
C: -0.7511 -2.2694 2.0104
C: -2.6726 1.7571 -0.5725
C: -1.4733 1.1902 0.0219
C: 2.1154 0.4516 -0.2716
C: -0.2128 1.2070 -0.7044
N: 2.6499 1.4406 -1.1948
N: 0.6906 0.3106 -0.0749
N: -0.6780 -1.1708 1.0374
N: 0.5780 -0.5488 0.9216
O: -2.5427 0.3748 -0.4070
S: 1.2731 2.2470 -3.0890
H: -0.9905 3.6524 -2.9305
H: 3.7560 -0.4422 -1.5651
H: 2.0192 -0.4495 -2.2490
H: 0.5083 -2.6620 0.0804
H: -1.3348 -2.7174 -0.1486
H: -1.7381 -2.3890 2.3530
H: 0.0038 -2.6035 2.7178
H: -3.4765 2.2118 0.1704
H: -2.8226 2.1085 -1.5879
H: -1.3195 1.1188 1.0898
H: 2.5608 0.3493 0.7626
H: 3.5593 1.7256 -0.8409
H: -1.4902 -0.5487 0.7487
H: 0.5620 0.3248 2.5750

---

Please write out number 3 again, unchanged.
The following is a quantum chemistry calculation of 2 unconnected molecules or ions with the total composition C9H14N4OS in a non-equilibrium geometry, from OMol25.

Summary:
DFT total energy	-1042.70411	Eh
total charge	+2
HOMO-LUMO gap (spin up / spin down)	6.71 / 7.00	eV
relative energy (zero: lowest compared OMol25 entry of this formula, charge and spin)	2.992	eV

Positions of all 29 atoms, in Å:
C: -0.2318 2.8507 -2.7140
C: 0.0738 1.9023 -1.7994
C: 2.7801 0.0089 -1.5071
C: -0.4558 -2.5619 0.5973
C: -0.7511 -2.2694 2.0104
C: -2.6726 1.7571 -0.5725
C: -1.4733 1.1902 0.0219
C: 2.1154 0.4516 -0.2716
C: -0.2128 1.2070 -0.7044
N: 2.6499 1.4406 -1.1948
N: 0.6906 0.3106 -0.0749
N: -0.6780 -1.1708 1.0374
N: 0.5780 -0.5488 0.9216
O: -2.5427 0.3748 -0.4070
S: 1.2731 2.2470 -3.0890
H: -0.9905 3.6524 -2.9305
H: 3.7560 -0.4422 -1.5651
H: 2.0192 -0.4495 -2.2490
H: 0.5083 -2.6620 0.0804
H: -1.3348 -2.7174 -0.1486
H: -1.7381 -2.3890 2.3530
H: 0.0038 -2.6035 2.7178
H: -3.4765 2.2118 0.1704
H: -2.8226 2.1085 -1.5879
H: -1.3195 1.1188 1.0898
H: 2.5608 0.3493 0.7626
H: 3.5593 1.7256 -0.8409
H: -1.4902 -0.5487 0.7487
H: 0.5620 0.3248 2.5750

---

Q: Look up the total charge of the second one.
A: 0

---

Q: Which value of DFT total energy does entry 3 give?
A: -1042.70411 Eh

---

Q: DFT total energy of number 1 (C4H5NO2S)?
A: -758.83652 Eh